Record 1
A structure of composition C30H26N5O2SeW at a distorted geometry. Source: OMol25; level of theory: the ωB97M-V functional and the def2-TZVPD basis.

Atoms and positions in Å:
W1 0.9478 -1.1413 0.5237
C1 0.5047 -1.8554 4.6295
C2 0.2374 -2.2334 3.2218
O1 0.5818 -1.3274 2.2868
C3 -0.3528 -3.3953 2.7920
C4 -0.5884 -3.7096 1.4249
C5 -1.4652 -4.8295 1.0395
N1 -0.0166 -2.9660 0.4610
N2 -0.2831 -3.3682 -0.8418
C6 0.0506 -2.4748 -1.7195
O2 0.5345 -1.2985 -1.2223
C7 -0.0446 -2.6286 -3.1385
C8 -0.7410 -3.6933 -3.7319
C9 -0.7952 -3.7694 -5.1073
C10 -0.1482 -2.8221 -5.8948
C11 0.5546 -1.7744 -5.3077
C12 0.6003 -1.6676 -3.9377
H1 1.1196 -0.9537 4.6515
H2 1.0035 -2.6568 5.1742
H3 -0.4269 -1.6592 5.1642
H4 -0.7072 -4.1018 3.5273
H5 -1.8981 -5.3347 1.8959
H6 -0.9050 -5.5462 0.4355
H7 -2.2659 -4.4594 0.3964
H8 -1.2352 -4.4226 -3.1115
H9 -1.3401 -4.5704 -5.5763
H10 -0.1847 -2.9005 -6.9697
H11 1.0680 -1.0481 -5.9159
H12 1.1483 -0.8688 -3.4477
N3 -4.3214 3.7854 0.4527
C13 -4.7185 5.0860 0.4686
C14 -5.9577 5.7091 0.4536
C15 -5.9652 7.0909 0.4734
C16 -4.7746 7.8561 0.5101
C17 -3.5429 7.2654 0.5278
C18 -3.4933 5.8543 0.5053
N4 -2.4532 5.0287 0.5094
C19 -2.9374 3.7794 0.4784
C20 -2.0511 2.6852 0.4890
C21 -2.4074 1.3065 0.4704
C22 -1.4402 0.3477 0.4906
N5 -0.0856 0.6118 0.5321
C23 0.2620 1.9488 0.5533
C24 -0.6505 2.9548 0.5333
H13 -4.9490 2.9961 0.4284
H14 -6.8797 5.1513 0.4271
H15 -6.9094 7.6165 0.4617
H16 -4.8549 8.9317 0.5255
H17 -2.6256 7.8284 0.5561
H18 -3.4409 1.0019 0.4419
H19 -1.7167 -0.7188 0.4766
H20 1.3349 2.1446 0.5871
H21 -0.3397 3.9875 0.5523
Se1 3.2244 -1.1559 0.4593
C25 5.4374 -1.3454 0.5275
C26 6.0201 -2.1463 -0.4102
C27 7.4132 -2.1970 -0.3873
C28 8.1315 -1.4660 0.5413
C29 7.4721 -0.6874 1.4749
C30 6.0810 -0.6140 1.4824
H22 5.4657 -2.7161 -1.1346
H23 7.9201 -2.8141 -1.1119
H24 9.2107 -1.5010 0.5367
H25 8.0229 -0.1216 2.2088
H26 5.5691 -0.0088 2.2090

## Properties
charge: +3
relative energy (zero: lowest compared OMol25 entry of this formula, charge and spin): 12.3 kcal per mole

=====

Record 2
A cluster of 2 separate species, C20H21F4N2 in total at a distorted geometry. Source: OMol25; level of theory: the ωB97M-V functional and the def2-TZVPD basis.

Atoms and positions in Å:
F1 -3.2313 4.3986 -1.7113
C1 -3.2065 3.0441 -1.6917
C2 -4.3831 2.3172 -1.7032
C3 -4.3625 0.9320 -1.6709
F2 -5.5223 0.2328 -1.6866
C4 -3.1553 0.2715 -1.6252
C5 -1.9449 0.9776 -1.6227
C6 -0.7020 0.2848 -1.5890
C7 0.5125 0.9180 -1.6734
C8 1.7241 0.2743 -1.6192
C9 2.9721 0.9579 -1.6703
C10 4.1773 0.2424 -1.6807
C11 5.3914 0.8927 -1.7052
F3 6.5448 0.1828 -1.7132
C12 5.4262 2.2771 -1.7167
C13 4.2556 3.0139 -1.7102
F4 4.2936 4.3676 -1.7099
C14 3.0474 2.3597 -1.6924
C15 -2.0049 2.3797 -1.6552
H1 -5.3231 2.8359 -1.7332
H2 -3.1501 -0.8023 -1.6041
H3 -0.7123 -0.7860 -1.4894
H4 0.5139 1.9808 -1.8105
H5 1.7239 -0.7951 -1.5100
H6 4.1647 -0.8317 -1.6754
H7 6.3715 2.7857 -1.7246
H8 2.1630 2.9655 -1.6768
H9 -1.1157 2.9783 -1.6378
N1 1.6003 -2.5009 1.0612
C16 0.6598 -3.1009 1.9906
C17 -0.2827 -2.0620 2.5971
C18 -1.2653 -2.6326 3.6408
C19 -2.5110 -1.7436 3.5204
C20 -2.5178 -1.2956 2.0531
N2 -1.1248 -1.4018 1.5559
H10 2.1236 -1.7690 1.5253
H11 2.2756 -3.1783 0.7243
H12 0.0664 -3.8515 1.4602
H13 1.1924 -3.6361 2.7877
H14 0.3254 -1.2901 3.0897
H15 -1.5128 -3.6660 3.3816
H16 -0.8452 -2.6458 4.6539
H17 -3.4344 -2.2647 3.8026
H18 -2.4223 -0.8751 4.1832
H19 -3.1408 -1.9674 1.4529
H20 -2.9205 -0.2839 1.9248
H21 -0.7337 -0.4908 1.3035

## Properties
charge: +1
relative energy (zero: lowest compared OMol25 entry of this formula, charge and spin): 51.6 kcal per mole

=====

Record 3
A structure of composition C26H21AuCl2N4O5S7. Source: OMol25; level of theory: the ωB97M-V functional and the def2-TZVPD basis.

Atoms and positions in Å:
Au1 -0.9500 -2.5543 -1.3767
O1 -3.7360 2.1765 3.8527
S1 -2.3909 1.6783 3.6585
O2 -1.4331 2.0736 4.6699
N1 -2.3641 0.0919 3.3875
C1 -1.9466 -0.1964 2.1491
O3 -1.7760 -1.3241 1.6611
C2 -1.6114 1.0282 1.3293
C3 -1.1164 1.0744 0.0380
C4 -0.8131 2.3213 -0.4931
C5 -1.0040 3.4838 0.2531
C6 -1.5021 3.4304 1.5500
C7 -1.7963 2.1802 2.0591
H1 -0.9595 0.1596 -0.5191
H2 -0.3993 2.3943 -1.4920
H3 -0.7399 4.4395 -0.1852
H4 -1.6408 4.3260 2.1426
C8 -6.1142 -2.5792 -3.2227
S2 -4.6873 -2.4467 -4.3213
C9 -3.8383 -3.9292 -3.9254
C10 -3.1945 -4.1957 -2.7686
S3 -3.1663 -3.1930 -1.3348
S4 -2.4231 -5.7680 -2.7117
C11 -2.8744 -6.3344 -4.2741
S5 -2.4690 -7.8211 -4.8849
S6 -3.8106 -5.1835 -5.1427
H5 -6.7065 -1.6758 -3.3683
H6 -5.7781 -2.6216 -2.1881
H7 -6.7199 -3.4505 -3.4673
Cl1 1.1922 0.3503 2.8266
C12 2.4914 1.4753 2.9403
C13 2.7374 2.0854 4.1586
C14 3.7801 2.9900 4.2784
C15 4.5886 3.2554 3.1856
C16 4.3380 2.6236 1.9791
Cl2 5.4277 2.9178 0.6547
C17 3.2663 1.7465 1.8005
N2 3.0016 1.1434 0.5807
C18 2.7042 1.8866 -0.5663
C19 2.4973 3.2640 -0.5215
C20 2.1758 3.9705 -1.6680
C21 2.0326 3.3099 -2.8787
C22 2.2300 1.9359 -2.9204
C23 2.5802 1.2097 -1.7896
C24 2.8185 -0.2757 -1.8861
C25 1.6908 -1.0660 -1.2174
O4 0.8031 -1.5107 -2.0084
O5 1.7229 -1.1702 0.0156
H8 2.0846 1.8582 4.9899
H9 3.9659 3.4820 5.2242
H10 5.4248 3.9376 3.2539
H11 2.5391 0.2295 0.6054
H12 2.5627 3.7788 0.4294
H13 2.0108 5.0397 -1.6042
H14 1.7647 3.8508 -3.7776
H15 2.1190 1.3997 -3.8561
H16 3.7506 -0.5346 -1.3777
H17 2.8875 -0.5592 -2.9345
N3 0.5832 -3.2656 1.8153
C26 -0.2026 -4.1341 1.1640
N4 -1.4695 -4.2553 1.6413
S7 0.3643 -5.0202 -0.1580
H18 0.0768 -2.5341 2.3026
H19 1.3533 -2.9085 1.2599
H20 -1.8450 -3.3756 1.9935
H21 -2.0874 -4.7154 0.9897

## Properties
charge: -2
relative energy (zero: lowest compared OMol25 entry of this formula, charge and spin): 2.1 kcal per mole

=====

Record 4
An isolated molecule of C6H12S2Si at a distorted geometry. Source: OMol25; level of theory: the ωB97M-V functional and the def2-TZVPD basis.

Atoms and positions in Å:
C1 -0.3238 0.7198 0.2531
C2 -1.0002 1.5533 0.9804
C3 0.8625 0.9667 -0.6469
C4 2.2959 0.6360 -0.0459
C5 2.8691 -0.6902 -0.2650
C6 -1.0461 -1.6331 0.6408
Si1 -2.8810 -1.5103 0.1385
S1 1.9259 -1.9936 0.6908
S2 0.1890 -2.4603 -0.3562
H1 -1.8801 1.2990 1.4469
H2 -0.5897 2.5744 0.7793
H3 0.7730 0.4159 -1.6101
H4 0.8901 2.0382 -0.9034
H5 2.9480 1.4872 -0.5250
H6 2.1672 0.8645 1.0343
H7 3.0044 -0.9618 -1.3929
H8 3.9195 -0.6678 0.2025
H9 -0.7466 -1.8967 1.7118
H10 -3.5291 -0.7808 1.1902
H11 -3.7880 -2.8042 0.1083
H12 -2.8751 -0.8749 -1.2045

## Properties
charge: 0
relative energy (zero: lowest compared OMol25 entry of this formula, charge and spin): 88.3 kcal per mole

=====

Record 5
The ion C3HClO4P with charge -1 at a distorted geometry. Source: OMol25; level of theory: the ωB97M-V functional and the def2-TZVPD basis.

Atoms and positions in Å:
C1 -0.7713 0.5468 0.1911
C2 -0.5423 -1.8774 0.1051
C3 0.0383 -0.5901 0.1290
O1 -0.0852 1.6423 0.3592
O2 -2.0597 0.6776 -0.0054
O3 2.1625 1.7127 -1.0036
O4 1.4040 -0.3174 0.2832
P1 1.7265 1.3927 0.4056
Cl1 0.6045 -3.1447 0.0973
H1 -2.4772 -0.0425 -0.5613

## Properties
charge: -1
relative energy (zero: lowest compared OMol25 entry of this formula, charge and spin): 22.5 kcal per mole

=====

Record 6
A structure of composition C3HNaO3Rb at a distorted geometry. Source: OMol25; level of theory: the ωB97M-V functional and the def2-TZVPD basis.

Atoms and positions in Å:
O1 -0.5194 -0.7129 0.0610
C1 0.6095 -0.4365 0.6763
O2 0.8202 -1.0335 1.7841
O3 1.4667 0.3699 0.2061
Rb1 4.0414 -0.1199 2.8974
Na1 -0.8934 -2.1020 -1.6268
C2 -1.7987 0.1632 -1.3166
C3 -1.8516 1.3979 -1.3750
H1 -1.8747 2.4737 -1.3066

## Properties
⟨S²⟩: 0.76
charge: 0
relative energy (zero: lowest compared OMol25 entry of this formula, charge and spin): 0.0 kcal per mole
multiplicity: 2

=====

Record 7
A structure of composition C36H24BrN3O3P2RuS4Se2. Source: OMol25; level of theory: the ωB97M-V functional and the def2-TZVPD basis.

Atoms and positions in Å:
Ru1 2.4180 -2.5864 0.0755
O1 6.9083 -7.0591 -2.4388
C1 6.1278 -6.2548 -1.9998
S1 4.9208 -5.4158 -2.9849
C2 4.2311 -4.4532 -1.6909
C3 4.7585 -4.6172 -0.4544
S2 4.2293 -3.6953 0.8702
S3 6.0692 -5.7686 -0.2983
S4 2.9883 -3.3344 -1.9969
Se1 -2.1863 1.8688 2.0954
P1 -2.1411 1.3281 0.0577
C4 -3.7363 0.7371 -0.5906
C5 -4.8930 1.1381 0.0655
C6 -6.1389 0.7871 -0.4369
C7 -6.2320 0.0327 -1.5956
C8 -5.0778 -0.3732 -2.2535
C9 -3.8329 -0.0257 -1.7543
C10 -1.7908 2.7735 -1.0055
C11 -1.0904 3.8474 -0.4676
C12 -0.8365 4.9755 -1.2335
C13 -1.3138 5.0550 -2.5333
C14 -2.0441 4.0023 -3.0650
C15 -2.2781 2.8634 -2.3084
C16 -0.9855 -0.0035 -0.3177
C17 0.4037 -0.1807 -0.3933
N1 0.5985 -1.5256 -0.4751
N2 -0.5731 -2.1226 -0.4711
N3 -1.5334 -1.2357 -0.3784
P2 1.8541 0.8406 -0.2499
Se2 3.6090 -0.3865 -0.4430
C18 1.7225 1.6961 1.3376
C19 1.8136 3.0766 1.4871
C20 1.7443 3.6399 2.7532
C21 1.5936 2.8279 3.8681
C22 1.5139 1.4512 3.7189
C23 1.5772 0.8812 2.4588
C24 1.9254 2.0509 -1.5900
C25 2.9554 2.9925 -1.5952
C26 3.1269 3.8279 -2.6864
C27 2.2961 3.7056 -3.7922
C28 1.2968 2.7455 -3.8046
C29 1.1082 1.9202 -2.7056
H1 -4.8055 1.7116 0.9804
H2 -7.0354 1.0970 0.0848
H3 -7.2031 -0.2490 -1.9834
H4 -5.1458 -0.9766 -3.1496
H5 -2.9391 -0.3692 -2.2538
H6 -0.7799 3.8015 0.5673
H7 -0.2791 5.8006 -0.8067
H8 -1.1235 5.9394 -3.1289
H9 -2.4354 4.0654 -4.0730
H10 -2.8585 2.0550 -2.7318
H11 1.9109 3.7174 0.6228
H12 1.8008 4.7154 2.8662
H13 1.5328 3.2704 4.8544
H14 1.3899 0.8143 4.5848
H15 1.5114 -0.1975 2.3500
H16 3.6427 3.0490 -0.7597
H17 3.9264 4.5579 -2.6838
H18 2.4402 4.3491 -4.6512
H19 0.6582 2.6352 -4.6709
H20 0.3409 1.1571 -2.7235
Br1 -2.0453 -7.7360 3.2423
C30 -1.4541 -5.9424 3.4575
C31 -1.9943 -5.1754 4.4772
C32 -1.5647 -3.8649 4.6335
C33 -0.6021 -3.3386 3.7865
C34 -0.0738 -4.1243 2.7716
C35 -0.5033 -5.4342 2.5932
C36 0.9407 -3.5526 1.8436
O2 1.2251 -4.1572 0.7874
O3 1.5045 -2.4540 2.1095
H21 -2.7431 -5.5965 5.1337
H22 -1.9906 -3.2534 5.4184
H23 -0.2605 -2.3178 3.8890
H24 -0.0939 -6.0235 1.7851

## Properties
⟨S²⟩: 0.76
charge: -1
relative energy (zero: lowest compared OMol25 entry of this formula, charge and spin): 1.5 kcal per mole
multiplicity: 2

=====

Record 8
A structure of composition C19H23FeNS3Te at a distorted geometry. Source: OMol25; level of theory: the ωB97M-V functional and the def2-TZVPD basis.

Atoms and positions in Å:
Fe1 0.1159 -0.0179 0.5464
S1 -2.2651 3.4300 -1.5143
C1 -1.3635 2.2425 -0.7693
S2 -1.6603 1.7052 0.8314
S3 -0.0597 1.4489 -1.5681
C2 1.7596 -2.8208 -0.3168
N1 0.9756 -1.8545 -1.0614
C3 1.6915 -1.4595 -2.2589
C4 -0.3302 -2.4155 -1.4164
C5 -1.1568 -2.6914 -0.1851
C6 -1.8872 -3.8646 -0.0832
C7 -2.6340 -4.1239 1.0561
C8 -2.6548 -3.1880 2.0768
C9 -1.9263 -2.0159 1.9539
C10 -1.1448 -1.7163 0.8314
H1 1.9636 -3.7379 -0.9047
H2 1.2187 -3.0934 0.5846
H3 2.7073 -2.3629 -0.0378
H4 1.8136 -2.3036 -2.9645
H5 2.6817 -1.0937 -1.9834
H6 1.1505 -0.6561 -2.7566
H7 -0.2075 -3.3406 -2.0183
H8 -0.8414 -1.6677 -2.0356
H9 -1.8758 -4.5843 -0.9016
H10 -3.1940 -5.0532 1.1437
H11 -3.2418 -3.3856 2.9711
H12 -1.9751 -1.2947 2.7633
C11 4.7406 -2.4089 7.2539
C12 3.9226 -1.7448 6.1784
C13 2.7378 -1.0855 6.4651
C14 1.9933 -0.4573 5.4805
C15 0.7568 0.2716 5.9098
C16 2.3873 -0.4944 4.1312
Te1 1.1966 0.5419 2.6559
C17 3.5886 -1.1538 3.8464
C18 4.1354 -1.2328 2.4508
C19 4.3333 -1.7509 4.8536
H13 4.3016 -2.2367 8.2362
H14 5.7624 -2.0242 7.2602
H15 4.7971 -3.4876 7.0923
H16 2.3957 -1.0483 7.4939
H17 0.5663 0.1211 6.9734
H18 -0.1044 -0.0678 5.3377
H19 0.8757 1.3375 5.7140
H20 3.6120 -0.5254 1.8118
H21 4.0005 -2.2363 2.0439
H22 5.1991 -0.9946 2.4533
H23 5.2729 -2.2312 4.5978

## Properties
⟨S²⟩: 6.02
charge: -2
multiplicity: 5

=====

| no. | E (eV) |
| --- | --- |
| 1 | -110222.1645 |
| 2 | -34922.7814 |
| 3 | -148091.1124 |
| 4 | -35959.8580 |
| 5 | -33129.3553 |
| 6 | -14336.7071 |
| 7 | -313576.5456 |
| 8 | -95753.6782 |